Molecular formula: C2H8N2O2
Method: DFT, ωB97M-V/def2-TZVPD

```
14
Properties=species:S:1:pos:R:3:forces:R:3:mulliken_charge:R:1
N 0.9984 1.1830 -1.4401 0.00 -0.39 0.02 -0.615
C 1.3156 0.4696 -0.2032 -1.38 -0.38 0.37 -0.465
N 0.2290 -0.4523 0.1834 0.74 -0.32 0.11 -0.103
C 0.5687 -1.6991 0.6490 -0.56 0.27 -0.97 0.090
O 1.6593 -2.2081 0.5423 0.12 -0.14 0.22 -0.552
H 1.8470 1.6506 -1.7325 0.05 0.32 0.01 0.231
H 0.8562 0.4779 -2.1578 -0.19 0.01 -0.04 0.252
H 2.1811 -0.1789 -0.3035 0.31 0.29 0.45 0.348
H 1.3148 1.1753 0.6288 0.93 0.25 -0.23 0.325
H -0.6001 -0.0600 0.6016 -0.21 0.14 -0.37 0.187
H -0.3248 -2.2469 0.9967 0.14 0.00 0.33 0.315
O -3.0098 0.6444 0.5444 0.75 -0.32 0.89 -0.626
H -3.8792 0.8137 0.2116 -0.76 0.18 -0.45 0.305
H -3.1562 0.4307 1.4792 0.06 0.10 -0.35 0.310
```
Forces are in eV/Å.

* energy above the lowest of the compared OMol25 structures with the same formula, charge and spin: 103.0 kJ/mol
* largest force on an atom: 1.481 eV Å⁻¹
* molar mass: 92.10 g/mol
* total charge: 0
* SMILES string: NCNC=O.O
* calculated total energy: -9278.8428 eV

Molecular formula: CH8N3O
Method: DFT, ωB97M-V/def2-TZVPD

```
13
Properties=species:S:1:pos:R:3:forces:R:3:mulliken_charge:R:1
N -0.9802 -0.4100 0.3494 0.60 0.29 -0.05 -0.321
C 0.0108 0.3788 0.7768 0.16 1.02 -2.94 0.547
N -0.0570 1.5402 1.4836 -2.27 -1.43 -0.69 -0.416
N 1.2355 0.2233 0.1389 0.00 -0.43 1.55 -0.416
H -1.9713 -0.2237 0.3097 -0.06 0.56 0.90 0.269
H -0.7425 -1.1067 -0.3871 0.45 0.42 0.76 0.302
H 0.6998 2.1619 1.2329 -0.09 0.02 0.19 0.292
H -1.0048 1.9166 1.3258 0.71 0.31 1.12 0.295
H 1.2303 0.0340 -0.8543 0.08 -0.77 0.47 0.237
H 1.9528 -0.1087 0.7771 0.39 0.19 -0.80 0.238
H 0.6249 -1.6591 -2.4865 -0.08 -0.27 -0.03 0.328
H -0.7058 -0.9035 -2.6136 0.12 -0.32 0.02 0.352
O -0.1915 -1.4645 -2.0106 -0.01 0.43 -0.52 -0.707
```
Forces are in eV/Å.

* energy above the lowest of the compared OMol25 structures with the same formula, charge and spin: 149.4 kJ/mol
* largest force on an atom: 3.112 eV Å⁻¹
* molar mass: 78.09 g/mol
* total charge: +1
* calculated total energy: -7678.2972 eV

Molecular formula: C4H14O3
Method: DFT, ωB97M-V/def2-TZVPD

```
21
Properties=species:S:1:pos:R:3:forces:R:3:mulliken_charge:R:1
C 2.4899 3.1602 -1.8770 -0.21 0.62 -0.50 -1.064
C 1.9596 1.8776 -2.4164 -1.04 -0.97 -0.91 -0.070
C 0.8759 1.2239 -1.9851 1.06 0.70 2.19 -0.078
C 0.6619 -0.2611 -1.9701 -0.68 -0.15 -1.31 -1.023
H 3.0538 3.6451 -2.6752 0.11 0.30 0.29 0.305
H 1.7135 3.8448 -1.5259 -0.21 -0.07 -0.25 0.343
H 3.1254 3.0476 -0.9981 0.26 -0.40 -0.19 0.250
H 2.3747 1.4431 -3.3300 0.90 0.00 0.50 0.302
H 0.3711 1.7748 -1.1888 -0.37 -0.21 0.05 0.146
H -0.1314 -0.5586 -2.6656 0.02 -0.11 0.01 0.271
H 0.3315 -0.6226 -0.9969 0.19 0.25 0.11 0.303
H 1.5644 -0.8001 -2.2585 -0.03 0.04 0.02 0.321
O -0.7525 2.2476 2.1231 -0.13 -0.05 -0.14 -0.637
H -1.4910 1.7289 1.7867 0.02 -0.07 0.12 0.321
H -0.6409 2.9285 1.4540 0.11 0.11 0.02 0.309
O -0.1882 -4.3573 5.7653 -0.17 -0.36 0.04 -0.641
H -0.9409 -3.9770 5.3037 0.10 0.11 0.01 0.320
H 0.4818 -3.6761 5.8114 0.07 0.25 -0.06 0.321
O -5.0575 -3.9596 0.7603 -0.26 0.68 0.52 -0.645
H -5.2683 -4.0055 -0.1736 0.28 -0.47 -0.01 0.322
H -4.5327 -4.7043 1.0567 -0.01 -0.21 -0.51 0.322
```
Forces are in eV/Å.

* energy above the lowest of the compared OMol25 structures with the same formula, charge and spin: 172.6 kJ/mol
* largest force on an atom: 2.536 eV Å⁻¹
* molar mass: 110.15 g/mol
* total charge: 0
* SMILES string: C/C=C/C.O.O.O
* calculated total energy: -10516.1406 eV